Record 1
Below is a 2-piece molecular cluster, CH6B2ClF4NO overall, with properties calculated with ωB97M-V/def2-TZVPD.

XYZ file:
```
16
Properties=species:S:1:pos:R:3
C -1.031 0.548 -1.247
B 0.467 0.562 -0.890
O 1.139 1.200 0.048
N 1.403 -0.412 -1.793
Cl 1.937 0.406 -3.222
H -1.178 0.619 -2.329
H -1.427 -0.438 -0.968
H -1.594 1.303 -0.710
H 0.915 0.773 0.924
H 2.197 -0.761 -1.253
H 0.842 -1.208 -2.102
B -0.781 -0.556 2.720
F 0.493 -0.052 2.218
F -1.063 -1.711 1.975
F -0.649 -0.828 4.062
F -1.736 0.430 2.471
```

spin multiplicity	1
calculated total energy	-29423.16892	eV
frontier orbital gap	9.03	eV

Results of the Löwdin charge analysis, in e, for atoms 1 through 5: C 0.034; B -0.574; O 0.192; N -0.237; Cl 0.770

---

Record 2
Below is a 2-piece molecular cluster, CH6BN overall, with properties calculated with ωB97M-V/def2-TZVPD.

XYZ file:
```
9
Properties=species:S:1:pos:R:3
B -1.525 -0.248 -0.149
C 0.928 0.156 -0.359
N -0.264 0.322 0.225
H -2.363 0.390 0.225
H -1.765 -1.093 -0.942
H 1.819 0.890 -0.338
H 2.415 -0.899 1.425
H 1.000 -0.776 -0.850
H -0.245 1.257 0.762
```

spin multiplicity	1
calculated total energy	-3296.38366	eV
frontier orbital gap (spin up / spin down)	10.11 / 6.82	eV
relative energy (zero: lowest compared OMol25 entry of this formula, charge and spin)	537.0	kJ/mol

Results of the Löwdin charge analysis, in e, for atoms 1 through 5: B -0.106; C -0.127; N -0.088; H -0.005; H 0.029

---

Record 3
Below is an isolated ion of composition CH6BrN2 and charge +1, with properties calculated with ωB97M-V/def2-TZVPD.

XYZ file:
```
10
Properties=species:S:1:pos:R:3
N 0.020 0.083 -1.368
C 0.421 0.488 -0.145
N -0.256 -0.290 0.939
Br -0.351 2.530 0.627
H 0.645 0.110 -2.117
H -0.999 0.100 -1.447
H 1.591 0.661 0.106
H -1.099 0.110 1.212
H 0.152 -0.265 1.893
H -0.410 -1.264 0.514
```

spin multiplicity	1
charge	+1
SMILES	N[C@H]([NH3+])Br
calculated total energy	-74148.92597	eV
frontier orbital gap	9.73	eV
relative energy (zero: lowest compared OMol25 entry of this formula, charge and spin)	148.3	kJ/mol

Results of the Löwdin charge analysis, in e, for atoms 1 through 5: N 0.106; C -0.520; N 0.126; Br 0.396; H 0.110

---

Record 4
Below is an isolated ion of composition CH6ClIN2OP and charge +1, with properties calculated with ωB97M-V/def2-TZVPD.

XYZ file:
```
13
Properties=species:S:1:pos:R:3
N 0.531 0.095 -1.570
P 0.302 0.057 0.029
N 0.502 -1.369 0.748
O 1.266 1.112 0.665
C -1.415 0.615 0.601
Cl -1.609 2.263 -0.104
I -3.023 -0.755 0.009
H 0.913 0.865 -2.020
H 0.293 -0.695 -2.284
H 0.155 -2.284 0.568
H 1.422 -1.276 1.255
H 2.155 0.882 0.320
H -1.493 0.492 1.782
```

spin multiplicity	1
charge	+1
SMILES	N[P@@](=[NH2+])(O)[C@@H](Cl)I
calculated total energy	-36068.27292	eV
frontier orbital gap	9.66	eV
relative energy (zero: lowest compared OMol25 entry of this formula, charge and spin)	26.8	kJ/mol

Results of the Löwdin charge analysis, in e, for atoms 1 through 5: N -0.023; P 0.444; N -0.028; O -0.104; C -1.206

---

Record 5
Below is one molecule with the formula CH6FPSi2, with properties calculated with ωB97M-V/def2-TZVPD.

XYZ file:
```
11
Properties=species:S:1:pos:R:3
C 0.956 -0.856 -0.244
F -3.413 0.178 -0.926
Si -0.126 0.077 -1.433
Si 0.979 -0.495 1.611
P -2.183 1.076 -1.559
H 2.005 -0.997 -0.538
H -2.140 1.781 -0.431
H 0.612 0.496 -2.756
H 2.203 -1.056 1.862
H -0.095 -1.172 2.507
H 1.203 0.969 1.906
```

spin multiplicity	3
calculated total energy	-28891.07662	eV
frontier orbital gap (spin up / spin down)	7.27 / 7.06	eV
relative energy (zero: lowest compared OMol25 entry of this formula, charge and spin)	0.0	kJ/mol

Results of the Löwdin charge analysis, in e, for atoms 1 through 5: C -0.510; F -0.481; Si 0.404; Si 0.532; P 0.588

---

Record 6
Below is a 2-piece molecular cluster, CH6N2O overall, with properties calculated with ωB97M-V/def2-TZVPD.

XYZ file:
```
10
Properties=species:S:1:pos:R:3
C 0.904 0.148 -0.080
N 0.532 -1.961 1.126
N 0.312 -0.946 0.330
O -1.933 1.314 -0.810
H 1.927 0.276 0.183
H 0.412 0.845 -0.706
H -1.364 1.379 -1.545
H 1.521 -2.151 1.492
H -0.694 -0.837 0.135
H -1.616 1.934 -0.125
```

spin multiplicity	1
calculated total energy	-6159.06231	eV
frontier orbital gap	8.61	eV
relative energy (zero: lowest compared OMol25 entry of this formula, charge and spin)	331.3	kJ/mol

Results of the Löwdin charge analysis, in e, for atoms 1 through 5: C -0.019; N -0.017; N -0.246; O -0.050; H 0.055

---

Record 7
Below is one molecule with the formula CH6N2O2S, with properties calculated with ωB97M-V/def2-TZVPD.

XYZ file:
```
12
Properties=species:S:1:pos:R:3
C 0.963 0.736 0.537
N 1.638 0.959 -0.723
N -1.884 -1.200 0.267
O -2.811 1.103 -0.099
O -0.439 0.986 0.643
S -1.604 0.384 -0.366
H 1.561 1.915 -1.030
H 1.145 -0.295 0.866
H 1.379 1.415 1.292
H 1.356 0.309 -1.441
H -1.136 -1.841 0.043
H -2.743 -1.528 -0.155
```

spin multiplicity	1
calculated total energy	-19043.60231	eV
frontier orbital gap	9.79	eV
relative energy (zero: lowest compared OMol25 entry of this formula, charge and spin)	28.5	kJ/mol

Results of the Löwdin charge analysis, in e, for atoms 1 through 5: C -0.335; N 0.029; N -0.166; O -0.427; O -0.365

---

Record 8
Below is one molecule with the formula CH6N2O2S, with properties calculated with ωB97M-V/def2-TZVPD.

XYZ file:
```
12
Properties=species:S:1:pos:R:3
N 1.615 0.567 -1.207
S 0.704 -0.380 -0.419
O 1.064 -2.139 -0.454
O 0.954 0.190 1.171
C -1.084 0.305 -0.324
N -1.708 0.076 0.851
H 2.288 0.165 -1.808
H 1.791 0.569 1.491
H -1.560 -0.249 -1.304
H -1.005 1.344 -0.521
H -1.249 0.473 1.742
H -1.810 -0.918 0.783
```

spin multiplicity	1
SMILES	N=[S@@](=O)(O)CN
calculated total energy	-19039.98357	eV
frontier orbital gap	9.78	eV
relative energy (zero: lowest compared OMol25 entry of this formula, charge and spin)	377.6	kJ/mol

Results of the Löwdin charge analysis, in e, for atoms 1 through 5: N -0.241; S 0.874; O -0.486; O -0.309; C -0.379

---

Record 9
Below is a 2-piece molecular cluster, CH6N2O3 overall, with properties calculated with ωB97M-V/def2-TZVPD.

XYZ file:
```
12
Properties=species:S:1:pos:R:3
H -1.815 -3.742 -0.589
N -1.201 -3.058 -1.035
C -1.854 -1.979 -1.260
N -3.156 -1.682 -0.974
H -1.355 -1.156 -1.763
H -3.621 -2.268 -0.277
H -3.397 -0.693 -0.937
O 1.174 1.990 0.168
O 2.536 2.098 0.686
O 2.421 2.122 2.066
H 1.254 1.070 -0.143
H 1.509 2.158 1.969
```

spin multiplicity	1
SMILES	[H]/N=C\N.OOO
calculated total energy	-10250.83253	eV
frontier orbital gap	10.10	eV
relative energy (zero: lowest compared OMol25 entry of this formula, charge and spin)	509.6	kJ/mol

Results of the Löwdin charge analysis, in e, for atoms 1 through 5: H 0.027; N 0.048; C -0.414; N 0.054; H 0.099

---

Record 10
Below is a 2-piece molecular cluster, CH6N2O3P overall, with properties calculated with ωB97M-V/def2-TZVPD.

XYZ file:
```
13
Properties=species:S:1:pos:R:3
C -0.078 1.023 -0.108
N 1.271 1.210 -0.409
N 0.098 -0.056 2.357
O 0.586 -1.461 -0.652
O -0.994 -0.293 -2.216
O -1.949 -1.031 0.028
P -0.681 -0.628 -0.631
H -0.784 1.691 0.405
H 1.393 0.171 -0.691
H 1.964 1.846 0.090
H 0.677 -0.813 1.983
H -0.742 -0.529 2.609
H -0.761 -1.129 -2.765
```

spin multiplicity	1
charge	-1
calculated total energy	-19546.62124	eV
frontier orbital gap (spin up / spin down)	6.50 / 8.99	eV
relative energy (zero: lowest compared OMol25 entry of this formula, charge and spin)	282.2	kJ/mol

Results of the Löwdin charge analysis, in e, for atoms 1 through 5: C -0.236; N -0.020; N -0.039; O -0.405; O -0.253

---

Record 11
Below is a 2-piece molecular cluster, CH6N2OS overall, with properties calculated with ωB97M-V/def2-TZVPD.

XYZ file:
```
11
Properties=species:S:1:pos:R:3
C -0.167 0.576 -1.141
N 1.397 0.518 0.973
N -1.066 -0.815 0.860
O -1.624 -1.296 -1.492
S -0.419 -1.103 -0.660
H 0.639 0.772 -1.779
H -1.014 1.226 -1.363
H 2.251 0.512 0.388
H 1.549 1.444 1.311
H -1.051 -1.625 1.476
H -0.496 -0.209 1.428
```

spin multiplicity	1
calculated total energy	-16991.63542	eV
frontier orbital gap (spin up / spin down)	7.01 / 7.01	eV
relative energy (zero: lowest compared OMol25 entry of this formula, charge and spin)	566.9	kJ/mol

Results of the Löwdin charge analysis, in e, for atoms 1 through 5: C -0.056; N 0.002; N -0.217; O -0.512; S 0.769

---

Record 12
Below is one molecule with the formula CH6N2OSSi, with properties calculated with ωB97M-V/def2-TZVPD.

XYZ file:
```
12
Properties=species:S:1:pos:R:3
N -1.638 0.885 0.764
C -0.496 0.273 0.291
N 0.683 0.621 0.479
S 1.037 2.162 1.175
O -0.703 -0.918 -0.232
Si 0.561 -1.763 -0.811
H -1.615 1.919 1.000
H -2.322 0.545 0.129
H 1.971 2.374 0.169
H 0.785 -1.520 -2.236
H 1.745 -1.364 -0.172
H -0.007 -3.215 -0.555
```

spin multiplicity	1
SMILES	N/C(=N\S)O[SiH3]
calculated total energy	-24874.40388	eV
frontier orbital gap	9.38	eV
relative energy (zero: lowest compared OMol25 entry of this formula, charge and spin)	146.4	kJ/mol

Results of the Löwdin charge analysis, in e, for atoms 1 through 5: N 0.138; C -0.749; N -0.374; S 0.696; O -0.215

---

Record 13
Below is one molecule with the formula CH6N2P2, with properties calculated with ωB97M-V/def2-TZVPD.

XYZ file:
```
11
Properties=species:S:1:pos:R:3
C 0.744 0.597 0.307
N 0.502 -0.571 1.093
N -0.492 -1.385 0.414
P -1.958 -0.502 0.077
P -1.009 1.476 0.272
H 1.088 0.404 -0.722
H 1.435 1.262 0.822
H 1.348 -1.136 1.164
H -0.699 -2.162 1.040
H -1.797 -0.609 -1.315
H -1.361 1.973 -1.086
```

spin multiplicity	1
SMILES	C1NN[PH]#[PH]1
calculated total energy	-22689.94901	eV
frontier orbital gap	9.02	eV
relative energy (zero: lowest compared OMol25 entry of this formula, charge and spin)	97.7	kJ/mol

Results of the Löwdin charge analysis, in e, for atoms 1 through 5: C -0.506; N -0.237; N -0.406; P 0.545; P 0.577

---

Record 14
Below is CH6N2S as an isolated structure, with properties calculated with ωB97M-V/def2-TZVPD.

XYZ file:
```
10
Properties=species:S:1:pos:R:3
S -0.058 -0.029 1.919
H 1.154 0.158 2.457
N 0.919 -0.447 -0.805
C 0.149 -0.158 -1.779
N -1.023 0.474 -1.574
H 0.523 -0.197 0.380
H 1.806 -0.918 -0.957
H 0.453 -0.294 -2.813
H -1.750 0.328 -2.253
H -1.288 0.641 -0.609
```

spin multiplicity	1
calculated total energy	-14949.09038	eV
frontier orbital gap	8.12	eV
relative energy (zero: lowest compared OMol25 entry of this formula, charge and spin)	47.9	kJ/mol

Results of the Löwdin charge analysis, in e, for atoms 1 through 5: S 0.168; H -0.313; N 0.048; C -0.277; N 0.123

---

Record 15
Below is a 2-piece molecular cluster, CH6N3 overall, with properties calculated with ωB97M-V/def2-TZVPD.

XYZ file:
```
10
Properties=species:S:1:pos:R:3
C -1.482 -0.016 0.160
N -0.351 0.043 0.103
N -2.703 -0.146 -0.037
N 2.199 0.108 -0.031
H 1.030 0.024 0.190
H 2.660 0.670 0.783
H -3.405 -0.458 0.568
H -3.157 -0.056 -0.969
H 2.730 0.687 -0.673
H 2.480 -0.856 -0.094
```

spin multiplicity	1
charge	+1
calculated total energy	-5597.08310	eV
frontier orbital gap	11.79	eV
relative energy (zero: lowest compared OMol25 entry of this formula, charge and spin)	179.6	kJ/mol

Results of the Löwdin charge analysis, in e, for atoms 1 through 5: C -0.292; N 0.206; N 0.186; N 0.163; H 0.039

---

Record 16
Below is an isolated ion of composition CH6N3O and charge +1, with properties calculated with ωB97M-V/def2-TZVPD.

XYZ file:
```
11
Properties=species:S:1:pos:R:3
C -0.954 0.635 0.274
N -1.066 -0.658 -0.155
N 0.289 1.195 -0.300
N 1.218 -0.887 -0.056
O 1.280 0.442 0.261
H -1.762 1.218 -0.204
H -0.975 0.851 1.356
H -1.395 -1.345 0.521
H 0.303 1.158 -1.323
H 1.668 -1.466 0.654
H 1.394 -1.144 -1.029
```

spin multiplicity	1
charge	+1
calculated total energy	-7638.57009	eV
frontier orbital gap (spin up / spin down)	9.16 / 8.39	eV
relative energy (zero: lowest compared OMol25 entry of this formula, charge and spin)	580.5	kJ/mol

Results of the Löwdin charge analysis, in e, for atoms 1 through 5: C -0.265; N 0.224; N 0.014; N 0.196; O -0.078

---

Record 17
Below is an isolated ion of composition CH6N3O and charge +1, with properties calculated with ωB97M-V/def2-TZVPD.

XYZ file:
```
11
Properties=species:S:1:pos:R:3
C 0.326 -0.193 0.185
N 1.211 -0.063 -0.793
N -0.248 -1.263 0.664
N -0.754 1.178 -0.304
O 1.454 0.421 0.587
H 1.891 -0.844 -0.917
H -0.195 -1.472 1.637
H -0.822 -1.777 0.144
H -0.088 1.738 -0.781
H -1.246 1.624 0.489
H -1.530 0.652 -0.912
```

spin multiplicity	3
charge	+1
calculated total energy	-7636.68587	eV
frontier orbital gap (spin up / spin down)	6.92 / 8.81	eV
relative energy (zero: lowest compared OMol25 entry of this formula, charge and spin)	305.2	kJ/mol

Results of the Löwdin charge analysis, in e, for atoms 1 through 5: C -0.600; N 0.144; N 0.260; N 0.222; O 0.122

---

Record 18
Below is an isolated ion of composition CH6N3O2 and charge +1, with properties calculated with ωB97M-V/def2-TZVPD.

XYZ file:
```
12
Properties=species:S:1:pos:R:3
N 1.469 -0.571 -0.179
C 0.239 -0.427 0.232
N -0.262 -1.270 1.050
O -1.656 -1.086 1.321
N -0.373 1.007 -0.381
O 0.362 1.733 -1.268
H 1.851 -1.277 0.425
H 2.004 0.068 -0.622
H -2.003 -1.833 1.913
H -1.262 0.561 -0.721
H -0.823 1.732 0.336
H 0.453 1.363 -2.106
```

spin multiplicity	1
charge	+1
SMILES	N/C(=N/O)[NH2+]O
calculated total energy	-9687.45667	eV
frontier orbital gap	9.47	eV
relative energy (zero: lowest compared OMol25 entry of this formula, charge and spin)	242.1	kJ/mol

Results of the Löwdin charge analysis, in e, for atoms 1 through 5: N 0.186; C -0.305; N 0.074; O -0.073; N 0.083

---

Record 19
Below is a 2-piece molecular cluster, CH6N3O3 overall, with properties calculated with ωB97M-V/def2-TZVPD.

XYZ file:
```
13
Properties=species:S:1:pos:R:3
C -1.629 -0.108 -0.145
N -1.044 0.693 -1.007
N 2.231 -0.149 -0.317
N -1.127 -0.293 1.001
O 3.410 0.023 0.153
O 1.732 0.820 -0.830
O -1.517 -1.214 1.877
H -1.174 0.847 -1.983
H -0.081 0.931 -0.706
H -0.100 -0.125 0.965
H 3.804 0.903 -0.084
H -2.667 -0.237 -0.420
H -1.837 -2.089 1.495
```

spin multiplicity	1
charge	+1
calculated total energy	-11735.24096	eV
frontier orbital gap	10.86	eV
relative energy (zero: lowest compared OMol25 entry of this formula, charge and spin)	0.0	kJ/mol

Results of the Löwdin charge analysis, in e, for atoms 1 through 5: C -0.123; N 0.198; N -0.117; N -0.004; O 0.095

---

Record 20
Below is a 2-piece molecular cluster, CH6N3S overall, with properties calculated with ωB97M-V/def2-TZVPD.

XYZ file:
```
11
Properties=species:S:1:pos:R:3
C 0.562 0.278 -0.043
N 1.196 -0.841 0.294
N 1.374 1.297 -0.243
N -1.781 -0.690 -0.393
S -3.026 0.023 0.194
H 2.200 -0.858 0.211
H 0.633 -1.602 0.383
H 2.396 1.034 -0.302
H 0.968 2.231 -0.349
H -1.722 -0.583 -1.357
H -2.802 -0.291 1.606
```

spin multiplicity	1
charge	+1
calculated total energy	-16429.31308	eV
frontier orbital gap (spin up / spin down)	8.57 / 6.47	eV
relative energy (zero: lowest compared OMol25 entry of this formula, charge and spin)	348.2	kJ/mol

Results of the Löwdin charge analysis, in e, for atoms 1 through 5: C -0.161; N 0.132; N 0.105; N -0.397; S 0.892